A | # C3H8O2S

2 unconnected molecules or ions with the total composition C3H8O2S (ωB97M-V/def2-TZVPD, the Open Molecules 2025 dataset).

Last column: natural (NBO) charge in e.
CARTESIAN COORDINATES (ANGSTROEM)
C: 0.79 -0.07 -0.93  -0.005
O: 1.96 0.50 -0.80  -0.908
C: 0.04 0.03 0.42  -0.425
C: -1.13 -1.01 0.28  -0.433
S: -2.40 -1.33 1.77  -0.892
H: 0.11 0.31 -1.73  0.081
H: 1.00 -1.13 -1.30  0.083
H: -0.27 1.07 0.59  0.177
H: 0.56 -0.33 1.41  0.179
H: -0.72 -1.90 0.30  0.165
H: -1.72 -0.75 -0.54  0.162
H: 2.22 1.70 -1.47  0.507
H: 1.92 3.26 -2.07  0.420
O: 2.67 2.66 -1.97  -1.109

* total charge: -2
* orbital gap: 5.645 eV



B | # C3H8O2S

2 unconnected molecules or ions with the total composition C3H8O2S (ωB97M-V/def2-TZVPD, the Open Molecules 2025 dataset).

Last column: natural (NBO) charge in e.
CARTESIAN COORDINATES (ANGSTROEM)
C: -0.69 0.04 0.18  0.008
O: -1.18 -0.28 -1.06  -1.018
C: 0.69 -0.59 0.51  -0.448
C: 1.40 0.05 1.67  -0.506
S: 2.88 -0.86 2.31  -0.809
H: -1.36 -0.28 1.02  0.068
H: -0.67 1.16 0.28  0.070
H: 0.48 -1.64 0.75  0.176
H: 1.16 -0.62 -0.48  0.193
H: 1.75 1.05 1.39  0.165
H: 0.70 0.19 2.50  0.165
H: -1.61 -0.04 -2.53  0.535
H: -1.64 1.36 -3.14  0.442
O: -1.90 0.45 -3.39  -1.042

* total charge: -2
* orbital gap: 5.547 eV



The structure with the most favorable energy is B; the runner-up is 0.0312 hartree above it.



A | # C6H7O

2 unconnected molecules or ions with the total composition C6H7O (ωB97M-V/def2-TZVPD, the Open Molecules 2025 dataset).

Last column: natural (NBO) charge in e.
CARTESIAN COORDINATES (ANGSTROEM)
C: 1.83 1.05 -0.24  -0.062
C: 0.56 1.53 0.08  -0.373
C: 1.77 -0.38 -0.06  0.155
C: -0.27 0.37 0.26  0.682
C: 2.69 -1.32 -0.01  -0.155
C: -4.04 -0.39 0.00  -0.397
O: 0.41 -0.71 0.21  -0.395
H: 2.61 1.68 -0.49  0.269
H: 0.17 2.57 0.10  0.292
H: 2.51 -2.33 0.11  0.246
H: 3.79 -0.99 0.01  0.262
H: -4.86 -0.53 -0.66  0.190
H: -3.09 -0.73 -0.12  0.136
H: -4.08 0.18 0.81  0.150

* total charge: +1
* orbital gap (spin up / spin down): 9.149 / 4.489 eV



B | # C6H7O

A gas-phase ion, C6H7O (charge +1) (ωB97M-V/def2-TZVPD, the Open Molecules 2025 dataset).

Last column: natural (NBO) charge in e.
CARTESIAN COORDINATES (ANGSTROEM)
C: 0.78 1.46 -0.08  -0.328
C: 1.98 0.77 0.08  0.335
C: -0.24 0.49 -0.13  0.157
C: 0.53 -0.74 -0.07  0.182
C: -0.14 -2.10 -0.05  -0.087
C: -1.69 0.54 -0.01  -0.693
O: 1.83 -0.51 -0.04  -0.350
H: 0.82 2.57 -0.07  0.280
H: 2.93 1.08 0.23  0.226
H: 0.43 -3.05 0.21  0.248
H: -1.14 -2.28 -0.26  0.223
H: -2.08 0.14 -0.98  0.272
H: -1.95 1.52 0.22  0.257
H: -2.06 0.13 0.95  0.276

* total charge: +1
* orbital gap (spin up / spin down): 8.283 / 8.285 eV



The structure with the most favorable energy is B; the runner-up is 0.1623 hartree above it.



A | # C7H17N

C7H17N in the gas phase (ωB97M-V/def2-TZVPD, the Open Molecules 2025 dataset).

Last column: natural (NBO) charge in e.
CARTESIAN COORDINATES (ANGSTROEM)
C: -0.19 -0.51 1.42  -0.217
N: -0.71 0.70 0.80  -0.627
C: -0.45 0.76 -0.65  -0.210
C: 1.01 0.49 -1.17  -0.255
C: 1.12 0.88 -2.65  -0.613
C: 1.98 1.31 -0.33  -0.626
C: -1.05 -1.77 1.14  -0.399
C: -2.36 -1.69 1.92  -0.620
H: -0.10 -0.52 2.52  0.192
H: 0.83 -0.71 1.07  0.161
H: -0.24 1.53 1.13  0.356
H: -0.55 1.82 -0.93  0.191
H: -1.10 0.06 -1.18  0.188
H: 1.19 -0.59 -1.15  0.198
H: 1.64 0.08 -3.19  0.213
H: 1.71 1.79 -2.82  0.207
H: 0.19 1.06 -3.19  0.211
H: 2.00 1.13 0.75  0.210
H: 3.04 1.21 -0.58  0.216
H: 1.78 2.37 -0.53  0.201
H: -0.37 -2.56 1.43  0.198
H: -1.24 -1.75 0.06  0.192
H: -2.95 -2.61 1.85  0.207
H: -3.03 -1.06 1.32  0.220
H: -2.13 -1.41 2.95  0.206

* total charge: 0
* SMILES: CCCNCC(C)C
* orbital gap: 9.813 eV



B | # C7H17N

A molecular structure, C7H17N (ωB97M-V/def2-TZVPD, the Open Molecules 2025 dataset).

Last column: natural (NBO) charge in e.
CARTESIAN COORDINATES (ANGSTROEM)
C: -1.26 0.88 1.27  -0.476
C: -1.59 0.60 -0.15  -0.116
C: -2.71 -0.36 -0.48  -0.660
C: -0.61 -0.41 1.75  -0.244
N: 0.12 -0.92 0.61  -0.713
C: 1.48 -0.80 0.71  0.027
C: 2.30 0.06 1.35  -0.545
C: 2.18 0.07 -2.42  -0.836
H: -2.24 1.20 1.69  0.233
H: -0.72 1.79 1.53  0.232
H: -0.43 -0.20 -0.40  0.277
H: -1.78 1.51 -0.72  0.220
H: -3.67 0.07 -0.20  0.229
H: -2.59 -1.33 0.00  0.231
H: -2.77 -0.52 -1.55  0.228
H: -1.36 -1.09 2.15  0.183
H: 0.02 -0.23 2.63  0.206
H: 2.61 0.36 -3.38  0.213
H: 1.95 -1.49 0.00  0.171
H: 3.37 -0.03 1.38  0.205
H: -0.37 0.19 -1.59  0.126
H: 1.88 0.82 2.00  0.176
H: 1.09 -0.03 -2.42  0.190
H: 2.67 -0.86 -2.15  0.216
H: 2.44 0.75 -1.61  0.228

* total charge: 0
* orbital gap: 6.301 eV



C | # C7H17N

C7H17N in the gas phase (ωB97M-V/def2-TZVPD, the Open Molecules 2025 dataset).

Last column: natural (NBO) charge in e.
CARTESIAN COORDINATES (ANGSTROEM)
C: -1.67 0.16 2.12  -0.636
C: -0.15 -0.11 2.05  -0.039
C: 0.11 -1.59 2.29  -0.613
N: 0.47 0.37 0.82  -0.632
C: -0.11 -0.07 -0.44  -0.210
C: 0.82 0.19 -1.60  -0.233
C: 0.27 -0.44 -2.86  -0.606
C: 1.09 1.67 -1.81  -0.612
H: -2.25 -0.56 1.53  0.199
H: -1.98 1.14 1.76  0.207
H: -2.05 -0.02 3.13  0.210
H: 0.26 0.49 2.85  0.189
H: -0.38 -1.94 3.20  0.208
H: -0.28 -2.16 1.45  0.200
H: 1.18 -1.76 2.40  0.216
H: 0.54 1.36 0.84  0.357
H: -0.29 -1.15 -0.35  0.189
H: -1.11 0.35 -0.64  0.160
H: 1.76 -0.29 -1.32  0.204
H: -0.65 0.07 -3.20  0.200
H: 0.91 -0.34 -3.74  0.210
H: 0.04 -1.49 -2.77  0.208
H: 1.72 2.05 -1.01  0.211
H: 1.60 1.82 -2.77  0.211
H: 0.16 2.25 -1.92  0.201

* total charge: 0
* SMILES: CC(C)CNC(C)C
* orbital gap: 9.734 eV



The structure with the most favorable energy is C; the runner-up is 0.0281 hartree above it.



A | # C7H17N

C7H17N in the gas phase (ωB97M-V/def2-TZVPD, the Open Molecules 2025 dataset).

Last column: natural (NBO) charge in e.
CARTESIAN COORDINATES (ANGSTROEM)
C: -0.92 -0.21 0.62  -0.404
C: -1.22 0.28 -0.77  -0.419
C: -1.17 -0.84 -1.84  -0.406
C: -2.54 -1.56 -1.83  -0.601
C: 0.62 -0.33 0.93  -0.222
N: 1.36 0.95 0.84  -0.471
C: 1.55 1.35 2.23  -0.411
C: 2.53 0.95 0.03  -0.406
H: -1.38 0.39 1.46  0.202
H: -1.39 -1.20 0.69  0.195
H: -0.48 1.02 -1.20  0.214
H: -2.22 0.93 -0.56  0.212
H: -0.38 -1.55 -1.53  0.195
H: -0.89 -0.41 -2.88  0.211
H: -3.06 -1.51 -0.95  0.199
H: -3.31 -1.11 -2.69  0.203
H: -2.20 -2.63 -2.09  0.204
H: 0.83 -1.19 0.33  0.195
H: 0.73 -0.77 1.97  0.177
H: 0.86 2.27 2.69  0.184
H: 2.51 1.78 2.46  0.197
H: 1.52 0.57 2.97  0.183
H: 2.96 -0.03 -0.20  0.179
H: 3.37 1.60 0.37  0.205
H: 2.31 1.25 -1.04  0.187

* total charge: 0
* SMILES: CCCCCN(C)C
* orbital gap: 9.550 eV



B | # C7H17N

2 unconnected molecules or ions with the total composition C7H17N (ωB97M-V/def2-TZVPD, the Open Molecules 2025 dataset).

Last column: natural (NBO) charge in e.
CARTESIAN COORDINATES (ANGSTROEM)
C: -1.64 1.28 0.37  -0.626
C: -1.18 0.41 -0.80  -0.084
C: -1.05 1.18 -2.13  -0.643
N: -0.34 -0.89 -0.59  -0.466
C: 0.70 -0.27 -0.17  0.217
C: 1.58 -0.66 1.00  -0.310
C: 2.00 0.56 1.83  -0.609
C: 0.92 -1.81 1.77  -0.596
H: -2.51 1.86 0.07  0.219
H: -0.86 2.01 0.57  0.191
H: -1.99 0.69 1.22  0.222
H: -2.12 -0.14 -0.96  0.202
H: -0.76 0.43 -2.87  0.225
H: -2.04 1.45 -2.49  0.224
H: -0.32 1.97 -1.96  0.201
H: 1.21 0.46 -0.83  0.136
H: -1.49 -2.02 -3.76  -0.007
H: -1.45 -1.81 -3.04  0.007
H: 2.50 -1.06 0.55  0.218
H: 1.40 1.46 1.75  0.212
H: 1.95 0.24 2.87  0.216
H: 3.05 0.81 1.67  0.216
H: -0.08 -1.49 2.04  0.215
H: 1.01 -2.73 1.21  0.221
H: 1.49 -1.93 2.69  0.197

* total charge: 0
* SMILES: CC(C)/C=N/C(C)C.[H][H]
* orbital gap: 9.500 eV



The structure with the most favorable energy is A; the runner-up is 0.0312 hartree above it.



A | # C11H18N2

A molecular structure, C11H18N2 (ωB97M-V/def2-TZVPD, the Open Molecules 2025 dataset).

Last column: natural (NBO) charge in e.
CARTESIAN COORDINATES (ANGSTROEM)
C: 1.44 2.93 0.59  -0.280
C: 2.35 1.97 0.77  -0.050
C: 0.71 1.98 -0.44  0.365
C: -0.34 1.05 0.28  -0.214
C: 1.18 -0.12 0.39  0.010
C: -2.66 0.26 0.68  -0.606
C: -2.05 2.24 -0.85  -0.595
C: 2.74 -1.86 -0.52  -0.607
C: 0.37 -2.55 0.23  -0.603
C: -1.61 0.81 -0.37  -0.267
C: 1.26 -1.35 -0.44  -0.262
N: 1.49 1.64 -1.45  -0.529
N: 2.01 1.04 -0.31  -0.200
H: 1.03 3.75 1.28  0.236
H: 3.10 1.88 1.47  0.208
H: -0.37 1.47 1.34  0.215
H: 1.55 -0.23 1.41  0.202
H: -2.55 0.77 1.65  0.208
H: -2.18 -0.75 0.86  0.212
H: -3.64 0.35 0.16  0.223
H: -2.84 2.22 -1.63  0.219
H: -1.18 2.79 -1.29  0.213
H: -2.39 2.79 -0.01  0.202
H: 3.01 -2.15 0.46  0.194
H: 3.45 -1.13 -0.96  0.225
H: 2.74 -2.74 -1.18  0.212
H: 0.89 -2.98 1.16  0.207
H: 0.23 -3.34 -0.49  0.216
H: -0.65 -1.89 0.49  0.201
H: -1.50 0.16 -1.20  0.218
H: 0.94 -1.21 -1.46  0.226

* total charge: 0
* orbital gap: 8.550 eV



B | # C11H18N2

C11H18N2 in the gas phase (ωB97M-V/def2-TZVPD, the Open Molecules 2025 dataset).

Last column: natural (NBO) charge in e.
CARTESIAN COORDINATES (ANGSTROEM)
C: -0.51 -0.76 -2.57  -0.610
C: -0.17 0.53 -3.30  -0.399
C: 0.05 1.79 -2.41  -0.394
C: -0.61 1.79 -1.03  -0.404
C: 0.29 1.26 0.10  -0.407
C: -0.42 0.21 0.95  -0.376
C: 0.46 -0.51 2.01  -0.146
C: -0.26 -0.56 3.37  -0.591
C: 1.74 0.19 2.22  0.293
N: 2.74 0.73 2.38  -0.315
C: 0.81 -1.95 1.56  -0.497
C: -0.39 -2.75 1.39  0.282
N: -1.38 -3.33 1.27  -0.310
H: -1.38 -0.67 -1.91  0.200
H: 0.34 -1.13 -1.99  0.193
H: -0.75 -1.54 -3.29  0.218
H: 0.77 0.35 -3.84  0.202
H: -0.91 0.75 -4.06  0.200
H: 1.13 1.95 -2.30  0.198
H: -0.32 2.65 -2.97  0.208
H: -0.88 2.82 -0.80  0.211
H: -1.55 1.23 -1.06  0.199
H: 0.58 2.09 0.74  0.215
H: 1.21 0.84 -0.31  0.202
H: -0.83 -0.55 0.28  0.220
H: -1.26 0.67 1.47  0.215
H: -1.27 -0.95 3.24  0.229
H: -0.30 0.43 3.82  0.229
H: 0.27 -1.22 4.07  0.217
H: 1.38 -1.94 0.63  0.260
H: 1.44 -2.43 2.32  0.259

* total charge: 0
* SMILES: CCCCCC[C@](C)(C#N)CC#N
* orbital gap: 11.893 eV



The structure with the most favorable energy is B; the runner-up is 0.3042 hartree above it.



A | # C8H14N2O6

C8H14N2O6 in the gas phase (ωB97M-V/def2-TZVPD, the Open Molecules 2025 dataset).

Last column: natural (NBO) charge in e.
CARTESIAN COORDINATES (ANGSTROEM)
C: -0.82 -1.94 -0.75  -0.167
C: -0.19 -0.55 -1.01  0.682
C: -2.36 -1.83 -0.78  0.085
C: -2.90 -1.00 0.34  -0.645
C: 1.79 0.58 0.06  -0.134
C: 1.18 0.55 1.45  0.767
C: 1.73 1.94 -0.62  -0.522
C: 2.52 2.97 0.29  0.795
H: -0.14 -1.82 1.05  0.364
H: -0.87 -3.28 0.74  0.375
H: -0.31 -2.60 -1.59  0.217
H: -2.73 -2.85 -0.52  0.175
H: -2.24 -0.65 -2.37  0.493
H: -2.63 -1.61 1.32  0.197
H: -3.97 -0.86 0.16  0.239
H: -2.40 -0.01 0.59  0.222
H: 1.50 -1.46 -0.61  0.418
H: 2.79 0.17 0.01  0.252
H: 2.28 1.94 -1.47  0.236
H: 0.63 2.09 -0.83  0.287
H: 2.67 4.68 0.84  0.495
H: -0.03 1.53 2.51  0.511
N: -0.28 -2.57 0.39  -0.836
N: 1.12 -0.51 -0.76  -0.606
O: -0.85 0.51 -1.36  -0.657
O: -2.78 -1.45 -2.12  -0.733
O: 1.49 -0.35 2.26  -0.583
O: 3.62 2.71 0.76  -0.607
O: 1.93 4.17 0.47  -0.659
O: 0.24 1.48 1.56  -0.662

* total charge: 0
* SMILES: C[C@@H](O)[C@H](N)C(=O)N[C@@H](CC(=O)O)C(=O)O
* orbital gap: 9.954 eV



B | # C8H14N2O6

C8H14N2O6 in the gas phase (ωB97M-V/def2-TZVPD, the Open Molecules 2025 dataset).

Last column: natural (NBO) charge in e.
CARTESIAN COORDINATES (ANGSTROEM)
C: -1.50 1.13 0.67  -0.192
C: -0.15 0.59 0.25  0.693
C: -1.84 0.47 1.95  0.112
C: -0.69 0.53 3.14  -0.626
C: 0.85 -0.80 -1.44  -0.189
C: 1.64 -1.48 -0.39  0.850
C: 1.70 0.10 -2.27  -0.539
C: 2.54 -0.47 -3.49  0.796
H: -2.79 1.84 -0.95  0.380
H: -3.40 0.96 0.36  0.400
H: -1.37 2.28 0.72  0.218
H: -1.99 -0.66 1.73  0.164
H: -3.35 0.61 3.23  0.479
H: 0.17 0.22 2.68  0.254
H: -1.23 0.08 3.98  0.203
H: -0.66 1.62 3.52  0.209
H: -1.29 -0.31 -1.12  0.457
H: 0.50 -1.57 -2.08  0.257
H: 2.62 0.52 -1.74  0.244
H: 1.10 1.04 -2.42  0.254
H: 3.34 -1.46 -2.10  0.504
H: 1.45 -2.31 1.32  0.507
N: -2.58 0.93 -0.28  -0.862
N: -0.28 -0.15 -0.88  -0.623
O: 0.94 0.65 0.90  -0.656
O: -3.10 1.00 2.41  -0.746
O: 2.77 -1.86 -0.64  -0.615
O: 2.57 -0.09 -4.63  -0.557
O: 3.15 -1.63 -3.09  -0.712
O: 0.90 -1.80 0.67  -0.664

* total charge: 0
* SMILES: C[C@@H](O)[C@H](N)C(=O)N[C@@H](CC(=O)O)C(=O)O
* orbital gap: 10.331 eV



The structure with the most favorable energy is A; the runner-up is 0.0157 hartree above it.